A single C21H29NO4 molecule. Source: the Open Molecules 2025 dataset; level of theory: wB97M-V/def2-TZVPD.

```
55
Properties=species:S:1:pos:R:3:nbo_charge:R:1
C -2.2526 -0.6290 -3.6471 -0.64
C -2.1416 0.3943 -2.5203 -0.06
H -2.9351 1.1408 -2.6103 0.19
O -2.3271 -0.1818 -1.2375 -0.55
C -1.1988 -0.8236 -0.7135 0.36
C -1.6341 -1.7392 0.4356 -0.25
C -0.4637 -2.5939 0.9385 -0.39
C 0.0968 -3.6118 -0.0630 -0.43
C 1.1960 -3.0892 -0.9960 -0.07
O 0.6516 -2.8394 -2.2809 -0.74
H 1.3589 -2.5603 -2.8715 0.47
H 1.9920 -3.8409 -1.0850 0.17
H 1.6373 -2.1695 -0.5882 0.17
H 0.5092 -4.4471 0.5047 0.21
H -0.7086 -4.0007 -0.6878 0.22
H -0.8224 -3.1498 1.8078 0.21
H 0.3385 -1.9367 1.2816 0.21
C -2.2160 -0.8944 1.5858 -0.24
C -1.4316 0.3687 1.7461 -0.19
C -0.5342 0.7938 0.8582 0.18
O -0.2276 0.1253 -0.3067 -0.54
C 0.2428 2.0458 1.0808 0.63
O 0.1446 2.7052 2.0993 -0.63
N 1.0474 2.3797 0.0481 -0.60
H 1.1131 1.7336 -0.7233 0.41
C 1.9634 3.4947 0.0986 -0.27
C 3.3978 3.0361 0.1606 0.06
C 4.3420 3.5001 -0.7440 -0.25
C 5.6544 3.0642 -0.6739 -0.21
C 6.0321 2.1530 0.2967 -0.22
C 5.0940 1.6824 1.2011 -0.19
C 3.7851 2.1227 1.1344 -0.24
H 3.0523 1.7656 1.8435 0.22
H 5.3854 0.9741 1.9628 0.21
H 7.0554 1.8116 0.3503 0.21
H 6.3824 3.4357 -1.3803 0.21
H 4.0511 4.2117 -1.5041 0.21
H 1.8070 4.1405 -0.7721 0.20
H 1.7062 4.0517 1.0061 0.25
H -1.6114 0.9784 2.6166 0.24
C -3.6854 -0.5739 1.3763 -0.22
C -4.5602 -0.3146 2.5639 -0.42
C -4.7209 -1.5804 1.7774 -0.42
H -4.3874 -2.5032 2.2289 0.21
H -5.5964 -1.6951 1.1569 0.21
H -5.3250 0.4426 2.4860 0.22
H -4.1183 -0.3815 3.5467 0.21
H -3.8700 0.0010 0.4801 0.24
H -2.1327 -1.4687 2.5167 0.22
H -2.4170 -2.3929 0.0412 0.23
H -0.6971 -1.4083 -1.4918 0.21
H -1.1724 0.9074 -2.5613 0.17
H -3.2224 -1.1177 -3.6059 0.21
H -2.1474 -0.1284 -4.6058 0.21
H -1.4793 -1.3888 -3.5607 0.21
```

The energy above the lowest of the compared OMol25 structures with the same formula, charge and spin is 59.3 kcal/mol. The value obtained for the calculated total energy is -31927.00752 eV. The SMILES is CCO[C@H]1OC(C(=O)NCc2ccccc2)=C[C@@H](C2CC2)[C@@H]1CCCO. The multiplicity is 1.

=====

C21H29NO5 as an isolated structure at a distorted geometry. Source: the Open Molecules 2025 dataset; level of theory: wB97M-V/def2-TZVPD.

```
56
Properties=species:S:1:pos:R:3:nbo_charge:R:1
C -3.4244 -4.5192 -1.1452 -0.60
C -2.5595 -3.7444 -0.1725 -0.37
C -3.2557 -2.3311 0.1402 -0.39
H -3.4556 -1.8635 -0.7734 0.22
H -4.3964 -2.8159 0.3780 0.19
C -2.7252 -1.7040 1.2974 -0.44
C -1.4322 -1.2439 0.9227 0.27
C -0.2278 -1.7818 0.9053 -0.23
C 1.0321 -1.3828 0.4530 0.05
C 2.2775 -2.0983 0.8755 -0.38
C 3.4683 -1.3979 0.4892 0.41
O 4.4773 -1.9223 0.8123 -0.58
C 3.5939 -0.7142 -0.7620 0.22
C 2.3306 0.3937 -0.8123 0.64
O 2.3350 1.3132 -1.6311 -0.56
C 1.0029 -0.2679 -0.1605 -0.29
C -0.0584 0.2651 -0.4524 0.15
N -1.3272 -0.0317 0.0553 -0.42
C -2.3184 1.0127 -0.2819 -0.21
H -3.3786 0.3787 -0.1240 0.17
H -2.3507 1.3916 -1.2769 0.23
C -2.5998 2.0558 1.0499 -0.31
C -3.7148 2.9769 0.8457 -0.48
C -3.7451 3.8374 -0.2581 -0.10
O -4.6912 4.9373 -0.6210 -0.68
H -5.4657 4.3574 -0.3476 0.46
H -2.7309 4.1577 -0.4604 0.19
H -3.7329 3.3651 -1.3914 0.16
H -3.8385 3.4562 1.7915 0.24
H -4.5818 2.2118 0.8336 0.18
H -1.5641 2.6784 0.8070 0.19
H -2.5269 1.4278 1.7352 0.19
H -0.0509 1.3679 -1.0819 0.23
C 3.8713 -1.3724 -1.9878 -0.58
H 4.8005 -1.8455 -1.8493 0.25
H 3.1424 -1.7465 -2.1703 0.18
H 4.0134 -0.5023 -2.9330 0.22
O 4.6570 0.3840 -0.1087 -0.48
C 4.4053 1.2268 0.6592 0.82
O 3.2599 1.3267 1.3413 -0.72
C 5.6739 2.0188 1.0670 -0.46
C 5.5174 3.2394 0.0559 -0.57
H 4.6356 3.6990 -0.1703 0.22
H 5.7422 2.5617 -1.1297 0.15
H 6.3823 3.9039 -0.0677 0.22
H 6.6635 1.4368 0.8870 0.23
H 5.5419 2.4447 1.9294 0.21
H 2.3505 -3.0308 1.6110 0.25
H -0.2354 -2.5941 1.5402 0.20
H -3.4287 -0.7279 1.6394 0.21
H -2.4682 -2.2216 2.0533 0.23
H -1.6785 -3.4833 -0.5787 0.19
H -2.4397 -4.2786 0.6367 0.19
H -4.4139 -4.8359 -0.7873 0.21
H -2.8475 -5.5206 -1.3362 0.21
H -3.5102 -3.8480 -1.9405 0.20
```

The energy above the lowest of the compared OMol25 structures with the same formula, charge and spin is 456.3 kcal/mol. The value obtained for the calculated total energy is -33957.30189 eV. The multiplicity is 1.

=====

A single C21H30BrN3O3S molecule at a distorted geometry. Source: the Open Molecules 2025 dataset; level of theory: wB97M-V/def2-TZVPD.

```
59
Properties=species:S:1:pos:R:3:nbo_charge:R:1
C -1.3754 5.2212 -1.5687 -0.60
H -0.5085 5.8043 -1.2657 0.21
C -1.8092 4.2837 -0.4469 -0.21
C -3.0314 3.4604 -0.8477 -0.40
C -3.4175 2.4966 0.2696 -0.21
N -2.3174 1.5966 0.5631 -0.44
C -1.1626 2.3483 1.0191 -0.22
C -0.6947 3.3114 -0.0674 -0.40
H -0.4088 2.7304 -0.9457 0.21
H 0.1830 3.8559 0.2864 0.21
H -0.3555 1.6506 1.2391 0.20
H -1.3950 2.9156 1.9417 0.16
C -2.7123 0.5450 1.4822 -0.21
C -1.6749 -0.5857 1.5549 -0.45
H -1.0772 -0.5448 0.6425 0.24
C -0.7365 -0.5119 2.7754 -0.24
N 0.6680 -0.6058 2.4506 -0.85
S 1.2833 -2.1095 2.1821 2.33
O 2.6695 -1.9573 1.8460 -0.95
O 0.9418 -2.9147 3.3174 -0.95
C 0.4853 -2.9331 0.7807 -0.36
C 1.0271 -2.9621 -0.4909 0.26
C 0.5876 -3.9041 -1.4323 -0.04
C -0.4584 -4.7486 -1.1507 -0.20
C -1.0402 -4.6625 0.1125 -0.10
C -0.5562 -3.7997 1.0772 -0.20
H -0.9405 -3.8108 2.0845 0.26
Br -2.4916 -5.8065 0.5333 0.06
H -0.8119 -5.4697 -1.8713 0.23
C 1.4404 -3.7974 -2.6628 -0.43
H 0.8747 -3.3397 -3.4781 0.22
H 1.7990 -4.7679 -3.0019 0.23
C 2.5925 -2.8867 -2.1947 -0.20
N 2.0775 -2.2155 -1.0047 -0.45
C 2.3041 -0.9088 -0.6553 0.75
O 1.4442 -0.2632 -0.0797 -0.67
C 3.6123 -0.3419 -1.0385 -0.34
C 3.6764 1.1472 -1.2824 -0.40
C 4.2363 0.5942 -0.0245 -0.37
H 3.6888 0.7364 0.8936 0.24
H 5.3066 0.5398 0.0973 0.22
H 2.7394 1.6806 -1.2251 0.23
H 4.3497 1.5005 -2.0487 0.22
H 4.2794 -0.9888 -1.5882 0.23
H 3.4713 -3.4835 -1.9266 0.20
H 2.8733 -2.1575 -2.9546 0.21
H 0.9628 0.0104 1.7032 0.43
H -0.9269 -1.3295 3.4732 0.23
H -0.8827 0.4297 3.3128 0.20
H -2.2011 -1.5403 1.5592 0.22
H -3.6521 0.1356 1.1022 0.20
H -2.9120 0.9384 2.4966 0.16
H -4.2769 1.8985 -0.0458 0.20
H -3.7163 3.0737 1.1659 0.16
H -2.7968 2.8828 -1.7433 0.20
H -3.8767 4.1144 -1.0707 0.21
H -2.0652 4.8850 0.4339 0.19
H -2.1790 5.9080 -1.8257 0.21
H -1.1128 4.6524 -2.4582 0.20
```

The energy above the lowest of the compared OMol25 structures with the same formula, charge and spin is 0.9 kcal/mol. The value obtained for the calculated total energy is -113754.15313 eV. The SMILES is CC1CCN(CCCNS(=O)(=O)c2cc(Br)cc3c2N(C(=O)C2CC2)CC3)CC1. The multiplicity is 1.

=====

C21H30CdN6O5Si2Te as an isolated structure at a distorted geometry. Source: the Open Molecules 2025 dataset; level of theory: wB97M-V/def2-TZVPD.

```
66
Properties=species:S:1:pos:R:3:nbo_charge:R:1
Cd 0.7538 -0.3714 -0.7478 1.62
O 2.7971 -5.1651 -4.2742 -0.65
C 2.1630 -4.1377 -3.5958 0.32
C 1.5768 -3.0601 -4.1996 -0.29
C 0.9773 -2.0942 -3.3718 0.12
N 0.9995 -2.2464 -2.0334 -0.57
C 1.4545 -3.3504 -1.4158 0.11
C 2.0781 -4.3272 -2.2095 -0.25
C 1.3535 -3.2850 0.1011 0.74
O 1.7613 -4.2243 0.7660 -0.65
O 0.7996 -2.2263 0.5314 -0.88
C 0.5136 -0.7754 -3.8306 0.74
O 0.5803 -0.5798 -5.0554 -0.68
O 0.1063 -0.0252 -2.9071 -0.86
H 2.8649 -4.8484 -5.2109 0.48
H 1.6985 -2.8924 -5.2711 0.24
H 2.5560 -5.2137 -1.7164 0.26
N 3.4302 2.6831 -2.3760 -0.34
C 2.3434 1.8978 -2.4849 0.23
N 2.3955 0.9953 -1.4765 -0.61
C 3.4737 1.3856 -0.7378 0.28
N 4.1850 2.3648 -1.2736 -0.25
C 3.7487 0.8223 0.5450 0.09
C 4.6509 1.4780 1.4305 0.03
N 4.7798 1.1269 2.6918 -0.37
C 4.0178 0.1437 3.1580 0.00
C 3.1959 -0.5608 2.2897 0.01
N 3.0601 -0.2809 0.9853 -0.39
H 3.7821 3.3257 -3.0889 0.43
H 1.5227 2.0247 -3.1548 0.27
H 5.1432 2.4313 1.0708 0.22
H 4.0948 -0.1503 4.2146 0.21
H 2.5310 -1.3559 2.7055 0.24
C -4.2588 4.1436 -0.9003 -1.11
Si -3.0831 2.6677 -1.0675 1.62
C -4.1707 1.0589 -1.3578 -1.09
C -2.1526 2.7404 -2.7007 -1.13
C -1.9327 2.7456 0.4390 -1.15
Te -0.6941 1.1500 1.1706 0.47
C -1.9544 -0.4978 1.7283 -1.09
Si -1.7954 -0.7976 3.5579 1.63
C -0.0661 -1.6340 3.8730 -1.11
C -3.1773 -2.0499 4.1198 -1.06
C -1.8404 0.7621 4.4441 -1.18
H -4.7461 4.3972 -1.8472 0.25
H -3.6979 5.0248 -0.5583 0.23
H -5.0414 3.9634 -0.1396 0.24
H -5.0750 1.2199 -2.0072 0.25
H -4.5648 0.6590 -0.3694 0.22
H -3.5509 0.2567 -1.7841 0.24
H -2.8329 2.7409 -3.5527 0.25
H -1.5321 1.8468 -2.8441 0.28
H -1.5228 3.6385 -2.6527 0.22
H -2.6598 2.9749 1.2549 0.25
H -1.2423 3.6005 0.2680 0.26
H -1.7037 -1.3218 1.1340 0.26
H -2.8864 -0.0593 1.3711 0.24
H 0.3307 -2.0281 2.8999 0.28
H -0.1532 -2.4987 4.5070 0.24
H 0.5803 -0.8482 4.2640 0.22
H -3.1675 -2.9966 3.6046 0.25
H -4.1096 -1.4974 3.8749 0.22
H -3.1016 -2.1263 5.1927 0.23
H -0.8842 1.3266 4.5057 0.26
H -2.0522 0.4615 5.4774 0.25
H -2.6498 1.4683 4.0370 0.24
```

The energy above the lowest of the compared OMol25 structures with the same formula, charge and spin is 0.1 kcal/mol. The value obtained for the calculated total energy is -69056.85340 eV. The multiplicity is 1.